1.
The following is a DFT calculation (the ωB97M-V functional and the def2-TZVPD basis) of a structure of composition C15H17N5O4S at a distorted geometry.

Its total energy is -1554.043629 Ha. The value obtained for the HOMO energy is -8.46 eV. The value obtained for the relative energy (zero: lowest compared OMol25 entry of this formula, charge and spin) is 15.922 eV. Its LUMO energy is -1.47 eV.

ORCA input file:
```
! RIJCOSX wB97M-V def2-TZVPD def2/J DEFGRID3
* xyz 0 1
S 0.7002 -1.4556 -0.3567
O -0.9739 5.9005 -4.0896
O -1.0723 -0.5979 -1.9590
O -1.3335 5.7388 -1.8410
O -1.1080 0.7679 2.7210
N -1.9229 3.5201 -1.7107
N -2.4942 2.1386 -2.0542
N -0.9846 0.0908 0.2898
N 0.2275 -0.2105 4.3337
N -1.3272 5.1965 -3.1147
C -1.6064 0.2843 -0.9299
C 3.7020 -2.5778 2.7588
C -2.5655 2.0929 -3.6004
C 1.7855 -2.1743 0.8687
C 0.4040 -0.7659 1.8936
C -2.0967 3.2339 -4.2227
C 2.5536 -1.8618 3.1992
C 1.7021 -1.5126 1.9898
C 2.9279 -3.0514 0.5409
C -0.3375 0.0212 3.0723
C 0.0069 -0.4308 0.7855
C -3.0465 0.7304 -4.1809
C 3.5839 -3.5779 1.5934
C -1.7823 4.0470 -2.9463
C -2.9014 1.1249 -0.9654
H -1.4821 0.7386 1.2027
H 3.7039 -2.5587 0.0197
H -1.9506 3.3977 -5.1001
H -0.3880 0.2948 5.1549
H 4.6393 -1.7165 2.1093
H -2.9779 0.5847 -5.1681
H 1.9048 -2.6815 3.7698
H -4.1836 0.5684 -3.8977
H 2.6661 -3.8853 -0.3531
H -2.8915 1.7073 -0.2407
H 4.4731 -4.0787 1.4730
H 4.1965 -2.9971 3.6671
H 2.8380 -4.2085 2.3085
H 0.7314 -0.9859 4.5245
H 2.5758 -1.1553 3.7749
H -2.3707 -0.3040 -3.8252
H -3.5254 0.6087 -1.4947
*
```


2.
The following is a DFT calculation (the ωB97M-V functional and the def2-TZVPD basis) of a structure of composition C17H13N4OS2Zn at a distorted geometry.

Its total energy is -3525.578662 Ha. The value obtained for the HOMO energy (alpha / beta) is -5.57 / -7.76 eV. Its LUMO energy (alpha / beta) is 0.36 / 0.35 eV.

ORCA input file:
```
! RIJCOSX wB97M-V def2-TZVPD def2/J DEFGRID3
* xyz 0 2
Zn -0.4874 -0.1405 -0.1923
S -2.5028 1.0439 -2.6129
S 0.4410 -4.6682 0.1529
O 1.5272 0.2156 -0.3355
N -0.6744 1.8106 0.7079
N 2.0382 -2.5195 0.0622
N -0.2594 3.9919 0.8075
N -0.3078 -2.1646 0.2467
C 0.7833 -2.9570 0.2026
C 1.6903 2.6218 0.1308
C -1.9051 2.5191 0.9288
C 2.2211 1.3683 -0.3251
C 2.5012 3.7389 0.2011
C 4.3388 2.5390 -0.7070
C -1.6265 3.8292 1.0475
C -2.0118 0.2288 -1.3808
C -3.7939 -3.2673 0.1548
C -3.6196 -4.6364 -0.1667
C 3.5680 1.3717 -0.7926
C -1.4430 -2.9077 0.1859
C -2.3370 -5.1702 -0.1238
C 0.3027 2.7511 0.4955
C 3.8325 3.7631 -0.2080
C -2.7411 -2.4225 0.2691
C -1.2396 -4.3017 0.0307
H 4.0389 0.4812 -1.1921
H 2.8818 -3.1057 0.0554
H 0.1413 4.9209 0.5111
H 2.1544 4.6718 0.6622
H -2.0193 -6.2117 -0.1980
H 4.4014 4.6819 -0.0239
H -2.7792 1.8243 1.0490
H -4.8185 -2.9380 0.2435
H -4.4856 -5.2459 -0.2451
H 2.2040 -1.4905 0.0296
H -2.3356 4.6397 1.0711
H 5.3353 2.5098 -1.1429
H -3.0137 -1.3752 0.4012
*
```


3.
The following is a DFT calculation (the ωB97M-V functional and the def2-TZVPD basis) of a cluster of 7 separate species, C49H93N8O in total at a distorted geometry.

Its total energy is -2436.015194 Ha. The value obtained for the HOMO energy (alpha / beta) is -7.92 / -9.14 eV. Its LUMO energy (alpha / beta) is 0.56 / 0.56 eV.

ORCA input file:
```
! RIJCOSX wB97M-V def2-TZVPD def2/J DEFGRID3
* xyz 0 2
O 1.9962 -8.4726 1.6259
N 1.5570 3.7150 0.5929
N 7.8229 -0.5450 3.0704
N -3.1638 8.1884 -1.1598
N -1.7464 6.2489 5.8122
N 3.9973 0.6892 -1.1286
N 1.2892 -7.4122 1.5436
N -6.2531 7.7432 8.3262
N 1.5658 -8.0516 -2.8006
C -4.1519 7.8724 3.5091
C 1.2674 3.3879 1.6511
C 0.7839 -6.8228 -2.6374
C -5.9590 6.4509 10.5662
C -0.3099 -5.1774 -1.1602
C -0.6104 3.2417 3.2471
C -0.6826 -3.7056 -7.1481
C -0.9807 4.7141 3.1295
C -0.8813 -2.9714 -2.1923
C -1.1045 -6.7004 1.7102
C -2.0400 7.9842 -1.0813
C 0.8789 2.9812 2.9944
C 0.2989 -2.5532 -7.3093
C -0.0854 1.5583 -4.4011
C -0.1282 -7.5867 -0.4921
C 4.3786 1.7260 -1.4307
C -2.7773 6.7390 5.9059
C -6.1314 7.1754 9.3132
C 1.9513 -6.1881 -0.5427
C -0.6023 7.7488 -1.0067
C -1.5750 -3.7704 -5.9260
C 0.6018 -0.3295 -6.0442
C 7.7229 -1.4234 2.3434
C 3.7195 4.0806 -1.7791
C 0.2570 -3.8795 -1.7479
C 2.5813 3.7197 -2.7160
C -0.2291 -1.1405 -7.0227
C -0.0852 -7.6361 1.0320
C 1.5607 -4.9197 1.6109
C -1.5097 1.4864 -3.8800
C -6.8130 4.2632 9.5752
C -4.0843 7.3782 6.0094
C -0.4120 7.5118 -3.5309
C 0.5812 -6.4177 -1.1753
C 0.0934 8.2341 -2.2869
C -1.7470 2.3215 -2.6331
C 2.0139 -6.2387 0.9889
C -5.6802 4.9631 10.3172
C 6.7516 -4.1245 3.2147
C 6.4842 -3.5002 1.8501
C -0.5036 -9.0527 1.4294
C -0.9255 1.9085 -1.4281
C -0.8613 -3.9571 -4.5859
C 0.0572 1.0896 -5.8481
C -1.6789 -3.4299 -3.4066
C 4.8531 3.0507 -1.8157
C 3.4810 -6.3913 1.3875
C -4.8628 7.2312 4.6964
C 7.5911 -2.5366 1.4103
H -0.4332 6.6809 -0.8590
H -0.7315 -5.0226 -4.4735
H -1.2033 2.6543 2.5433
H 2.2854 -4.1676 1.3409
H -1.1777 -7.5273 -0.7640
H -1.1943 0.9198 -1.0841
H -1.4753 7.6940 -3.6879
H -2.7929 2.2125 -2.3693
H -2.3348 -4.2213 -3.0648
H 0.0078 -9.8088 0.8599
H -5.8446 7.6869 4.8258
H -1.3024 -3.7668 -8.0325
H -6.9620 4.6896 8.5826
H -4.7537 4.8594 9.7504
H -5.0269 6.1716 4.4910
H -3.9809 8.9360 3.6830
H 1.8071 4.4871 -2.6953
H 6.3940 -4.2907 1.1036
H 1.1100 1.9216 3.1038
H -3.9382 8.4300 6.2540
H 8.5500 -3.0528 1.3520
H 2.9361 3.6231 -3.7454
H 5.5297 -2.9739 1.8744
H -1.7607 -7.2864 2.3356
H -0.7987 5.0884 2.1191
H -0.1411 -0.5845 -7.9473
H 0.6138 -4.5706 1.2324
H -2.1610 1.8785 -4.6510
H 1.5200 -5.0038 2.6871
H -4.6296 6.9215 6.8265
H -2.3263 -2.6465 -3.7758
H -1.7443 -6.2196 0.9899
H 7.3719 -2.1262 0.4251
H -2.1902 -4.6550 -6.0473
H 2.3157 -5.2087 -0.8298
H -2.0360 4.8603 3.3493
H 0.7792 -0.8493 -5.1111
H -0.1941 -6.9322 -3.0944
H -0.5120 -1.9649 -2.3391
H 0.1097 -3.4784 -4.5883
H -0.4054 -9.2019 2.4925
H 1.1681 8.0779 -2.1837
H 7.6969 -4.6699 3.2218
H 0.7603 -3.3448 -0.9502
H -5.1345 6.9100 11.1106
H -3.1873 7.3996 3.3181
H 1.2742 -6.0237 -3.1761
H -6.8645 6.5772 11.1604
H -2.2690 -2.9403 -5.8968
H -7.7523 4.3441 10.1241
H -5.5203 4.4774 11.2802
H -0.0638 9.3078 -2.3980
H 0.5532 -2.5586 -8.3610
H 5.6576 3.3370 -1.1390
H -1.1002 2.5998 -0.6151
H -0.2594 6.4343 -3.4448
H -0.2127 8.2732 -0.1348
H 2.1123 2.7795 -2.4254
H 1.5753 -0.2392 -6.5134
H 0.7066 1.7928 -6.3488
H 4.1313 5.0547 -2.0517
H 3.9697 -7.1634 0.8188
H -1.2736 -1.1412 -6.7423
H 0.1341 1.9215 -1.6350
H 0.9945 -8.8007 -3.1510
H 5.9580 -4.8246 3.4735
H 0.1702 2.6131 -4.3887
H 2.6500 -6.9128 -0.9350
H 2.3305 -7.9174 -3.4365
H 6.7901 -3.3662 3.9976
H -1.8219 0.4675 -3.6789
H 3.9913 -5.4665 1.1537
H 0.2303 -8.5307 -0.8707
H -0.4106 5.3185 3.8302
H -0.9091 1.1465 -6.3314
H 1.0027 -4.0424 -2.5105
H 0.6210 1.0662 -3.7470
H -1.1856 -5.4290 -1.7494
H 1.4899 3.5339 3.7087
H -1.5884 3.3726 -2.8386
H -1.5770 -2.9140 -1.3624
H -1.5575 -9.1369 1.1920
H -0.1035 -4.6237 -7.1154
H -4.7484 7.7725 2.6033
H 1.2251 -2.7410 -6.7850
H -0.6753 -4.9533 -0.1725
H -6.5891 3.2052 9.4472
H -0.8580 2.8859 4.2480
H -0.6365 -5.9774 2.3574
H 3.3195 4.1668 -0.7715
H 5.2731 2.9765 -2.8204
H 3.5575 -6.5747 2.4473
H 0.1147 7.8559 -4.4203
*
```


4.
The following is a DFT calculation (the ωB97M-V functional and the def2-TZVPD basis) of a structure of composition C24H23BrCdN6O5.

Its total energy is -4374.902081 Ha. The value obtained for the HOMO energy is -8.45 eV. The value obtained for the relative energy (zero: lowest compared OMol25 entry of this formula, charge and spin) is 0.000 eV. Its LUMO energy is -0.59 eV.

ORCA input file:
```
! RIJCOSX wB97M-V def2-TZVPD def2/J DEFGRID3
* xyz 0 1
Cd -0.0342 -0.0507 -0.1764
Br 6.9554 0.3954 -0.2352
O -1.2834 1.5888 0.0717
O -3.4491 1.7753 0.6017
O -1.0756 -1.8097 0.1864
O 0.1951 0.0299 2.2819
O -3.1988 -2.2439 0.7452
N 0.1037 -0.0283 -2.4574
N 2.3350 0.1578 0.0575
N 0.4719 -0.2881 -4.5912
N 1.6748 0.5208 -6.4726
N 1.3365 0.8145 -7.7561
N 1.9631 1.8656 -8.1256
C 2.9374 1.2751 -0.3576
C -0.6490 0.8368 4.2858
C 0.8466 -0.6546 -3.3394
C -1.9642 -0.8837 2.2504
C -2.3292 1.3771 0.8365
C 1.1285 -0.6467 -5.8307
C 2.5604 1.4354 -5.9952
C 4.4776 -0.8521 0.3594
C -0.6800 1.0834 2.7779
C 4.0451 2.7013 -4.6766
C -0.7887 0.7675 -3.1540
C -2.0527 0.7000 2.1971
C 3.0958 -0.8766 0.4182
C -0.5639 -1.0707 2.8585
C 3.5980 3.4001 -6.9611
C 4.2436 3.5839 -5.7600
C -2.1427 -1.6831 0.9388
C -0.5704 0.6185 -4.4796
C 3.2031 1.6158 -4.7647
C 5.0826 0.3068 -0.0954
C -0.5683 -0.7109 4.3441
C 2.7420 2.3003 -7.0654
C 1.9110 -1.6502 -3.0198
C 4.3121 1.3991 -0.4515
H -1.4081 -1.1684 4.8665
H 1.7365 -2.0275 -2.0149
H 5.0608 -1.7104 0.6608
H 2.9119 -1.2125 -3.0575
H -2.8584 1.0415 2.8417
H 1.8828 -2.4999 -3.7002
H 0.3538 -1.0418 4.8212
H 4.5693 2.8890 -3.7476
H 3.7361 4.0718 -7.7979
H 0.4315 -1.0936 -6.5331
H 0.2337 1.2965 4.7291
H -1.5073 1.3809 -2.6326
H -2.7333 -1.2702 2.9139
H 4.7639 2.3210 -0.7893
H 1.9177 -1.3592 -5.6057
H 4.9145 4.4241 -5.6349
H -0.3080 2.0487 2.4528
H -0.0905 -2.0131 2.6049
H -1.0375 1.0574 -5.3452
H 2.2900 2.1021 -0.6266
H -1.5317 1.2427 4.7792
H 3.0431 0.9547 -3.9225
H 2.5744 -1.7591 0.7727
*
```